Entry 1:
Below is 2 unconnected molecules or ions with the total composition C2H9N2Si, with properties calculated with ωB97M-V/def2-TZVPD.

Calculated values
**HOMO-LUMO gap (spin up / spin down)**: 3.69 / 3.40 eV
**Net charge**: +1
**E_LUMO (spin up / spin down)**: -7.31 / -7.40 eV
**Total energy**: -480.11973 hartree
**Highest occupied orbital energy (spin up / spin down)**: -11.0 / -10.8 eV
**Spin multiplicity**: 1

The geometry in XYZ format:
```
14
Properties=species:S:1:pos:R:3:mulliken_charge:R:1
C -0.612 1.511 -0.832 -0.338
C -0.392 -0.176 -2.558 -0.844
N 0.280 -0.481 -0.315 -0.862
N -0.241 0.297 -1.167 0.491
Si 0.801 0.090 3.594 0.651
H -0.656 1.864 0.161 0.241
H 0.343 -1.266 3.404 0.076
H -0.826 2.327 -1.630 0.215
H -0.471 -1.292 -2.438 0.297
H -1.408 0.105 -2.934 0.354
H 0.499 0.046 -3.090 0.324
H 0.435 -1.461 -0.623 0.210
H 0.723 0.243 5.120 0.067
H 1.109 1.140 2.548 0.117
```

Entry 2:
Below is a single C2H2O3S molecule, with properties calculated with ωB97M-V/def2-TZVPD.

Calculated values
**HOMO-LUMO gap (spin up / spin down)**: 7.22 / 9.10 eV
**Net charge**: 0
**E_LUMO (spin up / spin down)**: 0.68 / -3.07 eV
**Total energy**: -701.06785 hartree
**Highest occupied orbital energy (spin up / spin down)**: -6.5 / -12.2 eV
**Spin multiplicity**: 3

The geometry in XYZ format:
```
8
Properties=species:S:1:pos:R:3:mulliken_charge:R:1
C 0.806 -0.013 0.137 -0.271
C -0.320 -0.680 -0.054 -0.344
O 0.857 -3.070 0.493 -0.466
O 0.947 -2.558 -1.919 -0.487
O 1.890 -0.793 -0.253 -0.272
S 0.770 -2.134 -0.571 0.896
H 0.951 0.956 0.312 0.528
H -1.255 -0.206 -0.271 0.415
```